C24H26ClN3O2 in the gas phase, computed with ωB97M-V with the def2-TZVPD basis set.

For the total energy, the calculation gives -46397.9045 eV. The HOMO-LUMO gap is 8.45 eV. For the HOMO energy, the calculation gives -8.2 eV. As for the structure (SMILES): Cc1c(CN2CCC[C@@H](C(=O)c3cccc(Cl)c3)C2)c(=O)n(-c2ccccc2)n1C. The value obtained for the energy above the lowest of the compared OMol25 structures with the same formula, charge and spin is 8.5 kJ/mol.

The geometry in XYZ format:
```
56
Properties=species:S:1:pos:R:3:forces:R:3
C 0.898 2.070 -2.036 -0.1246 0.1226 -0.0060
C -0.017 1.903 -0.878 -0.0238 -0.1533 0.5266
C 0.271 2.000 0.446 0.0036 0.1881 -0.2076
C 1.600 2.186 1.102 -0.0763 0.0425 -0.0686
N 2.553 1.195 0.617 0.0323 -0.0240 0.1311
C 3.886 1.391 1.159 0.2504 0.0734 -0.2259
C 4.870 0.437 0.483 -0.0738 0.0011 0.2613
C 4.423 -1.014 0.642 -0.0673 0.0480 -0.3041
C 2.992 -1.138 0.127 0.2770 -0.1156 0.4611
C 2.421 -2.533 0.261 0.1537 0.3019 -0.1546
O 3.009 -3.441 0.797 -0.0296 -0.0344 0.0662
C 1.030 -2.703 -0.260 -0.4451 -0.3919 -0.0639
C 0.539 -2.016 -1.368 0.1196 -0.0527 0.1302
C -0.766 -2.210 -1.783 -0.0256 -0.0242 -0.0507
C -1.604 -3.072 -1.097 0.0616 -0.0632 0.0638
C -1.113 -3.758 0.004 0.1547 0.1694 -0.1437
Cl -2.150 -4.835 0.864 -0.1309 -0.1355 0.1118
C 0.197 -3.589 0.417 0.0339 0.0594 -0.0392
C 2.105 -0.154 0.899 -0.0889 -0.1130 -0.3481
C -0.952 1.770 1.188 0.0488 0.2168 -0.2229
O -1.155 1.730 2.386 0.0083 -0.1169 0.2640
N -1.929 1.568 0.208 0.1186 0.4750 -0.0756
C -3.157 0.936 0.435 -0.3611 -0.3290 -0.0252
C -3.948 1.358 1.500 0.1203 0.0584 -0.0356
C -5.153 0.726 1.748 -0.0193 -0.0293 -0.0322
C -5.584 -0.310 0.936 -0.0763 -0.0772 0.0165
C -4.793 -0.731 -0.120 -0.0829 -0.0141 -0.0060
C -3.578 -0.119 -0.369 0.1194 0.0938 0.0470
N -1.339 1.568 -1.057 0.1682 -0.5877 0.0362
C -2.113 2.082 -2.163 -0.1307 0.3479 -0.0517
H 0.736 3.032 -2.522 -0.0007 0.0522 -0.0907
H 1.921 2.021 -1.676 0.0503 -0.0201 -0.0239
H 0.734 1.285 -2.772 0.0297 -0.0579 -0.0914
H 2.005 3.177 0.869 0.0150 -0.0521 0.1157
H 1.447 2.122 2.192 0.0384 0.0703 -0.0594
H 4.187 2.425 0.968 -0.0177 -0.0126 0.0782
H 3.903 1.227 2.251 -0.0214 0.0427 -0.0063
H 5.862 0.576 0.916 0.0430 0.0211 -0.0398
H 4.925 0.683 -0.579 0.0505 0.0586 -0.0333
H 5.084 -1.682 0.089 0.0169 -0.0469 0.0807
H 4.455 -1.308 1.692 0.0070 -0.0692 0.0178
H 2.970 -0.847 -0.927 -0.0857 0.0071 -0.0223
H 1.176 -1.345 -1.923 0.0710 0.1195 -0.0377
H -1.135 -1.688 -2.653 -0.0368 0.0486 -0.0714
H -2.626 -3.220 -1.411 -0.1071 -0.0217 -0.0101
H 0.584 -4.130 1.266 0.0067 -0.0578 0.0728
H 1.065 -0.252 0.583 0.0889 -0.0029 0.0943
H 2.155 -0.384 1.978 -0.0186 -0.0095 0.0016
H -3.600 2.157 2.133 0.0300 0.0762 0.0343
H -5.761 1.050 2.578 -0.0408 0.0355 0.0724
H -6.529 -0.794 1.129 -0.0797 -0.0406 0.0183
H -5.117 -1.549 -0.747 -0.0269 -0.0711 -0.0518
H -2.943 -0.472 -1.168 0.0645 0.0112 -0.0520
H -1.678 1.723 -3.094 -0.0197 -0.0147 0.0102
H -2.129 3.177 -2.174 -0.0436 0.0081 0.0029
H -3.136 1.719 -2.085 0.0725 -0.0105 -0.0634
```
Positions in Å, forces in eV/Å.

10 unconnected molecules or ions with the total composition C27H61N7O19S3 at a distorted geometry, computed with ωB97M-V with the def2-TZVPD basis set.

For the total energy, the calculation gives -110822.5667 eV. The HOMO-LUMO gap is 8.65 eV. For the HOMO energy, the calculation gives -9.0 eV. As for the structure (SMILES): O=S1(=O)OCCO1.O=S1(=O)OCCO1.O=S1(=O)OCCO1.CNC(C)=O.CNC(C)=O.CNC(C)=O.CNC(C)=O.CNC(C)=O.CNC(C)=O.CNC(C)=O. The value obtained for the energy above the lowest of the compared OMol25 structures with the same formula, charge and spin is 354.6 kJ/mol.

The geometry in XYZ format:
```
117
Properties=species:S:1:pos:R:3:forces:R:3
O -1.903 0.667 0.487 2.3239 -1.0989 -0.3816
S -0.782 -0.246 0.333 -0.6740 -3.1409 -0.4539
O -1.061 -1.712 0.604 1.2692 4.5902 -0.8866
O -0.109 -0.085 -1.194 -3.4856 0.3866 0.2540
C 1.253 -0.302 -1.269 0.4292 1.0595 1.0121
C 1.709 -0.082 0.143 0.7607 -1.9296 2.3443
O 0.577 0.241 1.031 -0.6881 -0.0600 -0.7414
H 1.437 -1.330 -1.581 0.4297 0.4182 -0.5578
H 1.759 0.554 -1.716 -0.3926 -0.6236 -1.6056
H 2.493 0.656 0.314 -0.3470 -0.0370 -0.0165
H 2.049 -1.081 0.416 0.5023 0.3713 0.8809
O 4.928 -5.323 -0.944 -2.5184 -2.4547 2.4055
S 4.076 -6.196 -0.057 2.1165 3.4697 -1.4050
O 4.497 -7.584 0.041 -2.0493 2.3536 0.2014
O 3.906 -5.500 1.379 2.8565 -3.3160 0.5505
C 3.187 -4.304 1.479 0.3606 -0.8256 -1.2922
C 2.190 -4.525 0.277 -0.4326 0.8126 -0.5963
O 2.510 -5.776 -0.352 0.7004 -2.0084 -0.4233
H 2.864 -4.387 2.516 -0.7824 0.7386 -0.3437
H 3.973 -3.563 1.329 -0.8243 0.8365 -0.1256
H 2.281 -3.831 -0.559 0.3959 0.6547 0.4834
H 1.123 -4.560 0.496 0.1728 -0.1989 0.5074
O -7.434 2.262 3.720 2.7835 1.8935 -0.6413
S -6.269 3.109 3.390 -1.4271 -1.3249 -0.0624
O -5.755 4.060 4.363 -0.6009 -1.7832 -2.2529
O -5.078 2.190 2.712 -0.9226 0.2259 1.4112
C -5.465 1.725 1.391 0.2207 1.5163 0.8230
C -6.275 2.942 0.885 -1.3977 -1.7182 -1.8379
O -6.611 3.819 1.936 1.0405 0.4775 1.0968
H -4.506 1.690 0.874 -0.2083 -0.4544 -0.0665
H -6.003 0.777 1.385 0.0964 0.1254 0.3228
H -7.220 2.663 0.418 -0.3070 -0.5865 0.4415
H -5.784 3.271 -0.031 0.6538 1.5906 0.7513
C 4.019 0.633 3.038 -1.1193 -0.5919 -0.2066
N 3.995 1.970 3.586 2.0407 -0.4362 -1.7240
C 3.292 2.352 4.638 -1.1047 1.8800 0.2278
C 3.351 3.807 4.988 1.5933 1.2377 -0.2805
O 2.631 1.630 5.312 -1.6375 -2.4180 1.3239
H 4.629 0.541 2.139 0.4137 0.3922 0.3065
H 3.020 0.394 2.672 -0.2904 -0.0652 0.1317
H 4.248 -0.178 3.729 0.3283 0.2656 0.2446
H 4.709 2.584 3.220 -0.4169 0.3680 -0.1097
H 2.672 4.306 5.681 -0.4054 -1.0777 0.0613
H 3.438 4.490 4.143 0.1751 -0.2622 -0.2722
H 4.328 3.799 5.471 0.2812 0.7179 0.2541
C -2.493 -0.480 -3.764 -0.4444 0.7386 0.4867
N -3.230 0.823 -3.918 1.4005 -1.4661 0.0486
C -4.390 0.897 -4.560 -1.7641 -0.6266 -0.3967
C -4.926 2.324 -4.554 -0.3258 -0.0498 -0.0097
O -5.035 -0.070 -5.037 1.4771 1.8702 0.6691
H -2.880 -0.990 -2.882 -0.0577 -0.2239 -0.2400
H -1.420 -0.395 -3.595 -0.1033 0.6736 -0.1626
H -2.635 -1.084 -4.660 -0.2660 0.1656 0.1143
H -3.032 1.671 -3.405 0.7498 -0.4880 0.0354
H -5.506 2.436 -5.470 -0.1632 0.3603 0.3519
H -4.203 3.128 -4.415 0.5758 -0.2623 -0.7559
H -5.493 2.513 -3.642 -0.8224 -0.5517 -0.1981
C 4.932 0.940 -2.228 -0.2445 1.1329 0.9642
N 4.620 -0.356 -2.721 0.7971 -0.1295 -0.0669
C 4.468 -1.479 -1.990 -1.2002 -1.0292 1.5920
C 4.150 -2.700 -2.819 1.7892 -0.5754 -0.3154
O 4.433 -1.558 -0.731 0.0541 0.9615 -2.5071
H 4.057 1.572 -2.379 0.1465 0.4802 -0.3927
H 5.822 1.341 -2.713 -0.1850 0.1450 -0.0681
H 5.090 1.010 -1.152 0.1963 -0.6613 0.0343
H 4.858 -0.438 -3.699 -0.4377 -0.5757 0.1417
H 4.540 -2.710 -3.837 -0.5151 0.9525 -0.4571
H 3.101 -2.994 -2.846 0.2018 -0.0027 0.2809
H 4.858 -3.449 -2.466 -0.7966 -0.5804 0.8285
C -1.132 -3.711 -2.447 -1.1415 0.2982 -1.2397
N -0.165 -4.752 -2.662 -0.8347 0.1906 1.0770
C 0.886 -4.540 -3.442 2.9651 -1.1824 -0.8433
C 1.879 -5.773 -3.600 -0.8191 1.1258 -0.3343
O 1.152 -3.494 -4.043 -0.7025 -0.5871 0.6876
H -1.057 -3.070 -3.326 0.3051 0.4874 0.3407
H -1.083 -3.147 -1.515 0.3126 -0.1274 0.0117
H -2.139 -4.104 -2.586 -0.1044 -0.2713 0.5192
H -0.298 -5.606 -2.139 0.4374 0.0092 -0.3540
H 2.912 -5.425 -3.632 -0.1232 0.2290 0.2674
H 1.691 -6.144 -4.607 -0.1180 -0.2775 0.0434
H 1.790 -6.569 -2.861 -0.2325 0.1400 -0.0553
C -5.604 -3.442 -4.159 -1.2870 1.6592 0.3817
N -5.326 -2.305 -3.224 0.3465 -0.8589 -2.4025
C -5.206 -2.386 -1.913 -0.7841 0.1103 1.1407
C -4.759 -1.112 -1.215 -0.8657 0.7476 0.2023
O -5.621 -3.324 -1.250 0.6005 -0.5690 0.1402
H -4.989 -3.339 -5.053 0.8994 -0.7093 0.5602
H -6.563 -3.279 -4.650 -0.5361 0.1796 0.3866
H -5.745 -4.376 -3.614 0.8732 0.0366 -0.1953
H -5.126 -1.424 -3.674 0.0863 -0.0877 -0.2158
H -3.781 -1.088 -0.733 -0.1545 -0.4760 0.0867
H -5.567 -0.970 -0.499 0.3805 -0.1008 0.6013
H -4.853 -0.202 -1.807 0.2715 -0.1073 -0.5870
C 5.375 6.942 1.074 -0.3247 -0.0652 -0.2976
N 4.454 5.948 0.505 0.6626 2.9078 -1.2840
C 4.254 4.744 0.915 -0.4396 -4.0314 2.6042
C 3.052 3.999 0.228 0.0250 0.5154 -0.9258
O 4.911 4.281 1.876 -0.9790 0.2646 -1.4812
H 5.384 7.032 2.160 -0.8039 -0.2038 -0.0370
H 4.960 7.823 0.584 0.8086 0.5432 0.5085
H 6.433 6.789 0.863 -0.1251 -0.1864 -0.6505
H 3.979 6.276 -0.323 -0.0754 -0.2222 0.2707
H 3.233 3.105 -0.370 0.9463 -0.2918 0.5260
H 2.642 4.624 -0.565 -0.0695 0.5066 0.0904
H 2.182 3.743 0.832 0.4620 0.2302 0.6972
C -1.538 2.181 7.500 -1.3543 -0.2387 -0.5536
N -1.630 2.115 6.071 1.3956 1.4637 -0.8796
C -2.395 1.354 5.297 -1.2374 -1.2888 -1.0482
C -2.133 1.529 3.796 0.5488 -0.0209 -0.0441
O -3.211 0.526 5.694 0.4773 0.6260 0.2022
H -2.578 2.247 7.820 0.1164 -0.1692 0.7093
H -1.054 3.136 7.706 0.3101 -0.4942 0.5239
H -1.077 1.254 7.841 0.2187 0.4307 0.6165
H -1.003 2.742 5.587 -0.1177 -0.3132 -0.0456
H -2.189 0.557 3.307 -0.1205 -0.0049 0.1674
H -1.123 1.910 3.648 0.1432 -0.0081 -0.0953
H -2.799 2.201 3.254 -0.2173 -0.0364 0.4772
```
Positions in Å, forces in eV/Å.

6 unconnected molecules or ions with the total composition C20H54N2O11 at a distorted geometry, computed with ωB97M-V with the def2-TZVPD basis set.

For the total energy, the calculation gives -47110.2013 eV. The HOMO-LUMO gap is 9.14 eV. For the HOMO energy, the calculation gives -8.6 eV. As for the structure (SMILES): COCCNCCOC.COCCNCCOC.OCCO.OCCO.OCCO.CCO. The value obtained for the energy above the lowest of the compared OMol25 structures with the same formula, charge and spin is 324.3 kJ/mol.

The geometry in XYZ format:
```
87
Properties=species:S:1:pos:R:3:forces:R:3
C -4.858 1.638 -2.174 -0.4559 -1.0758 -0.1513
O -4.976 1.268 -0.832 1.0387 -0.0169 0.4321
C -3.701 0.905 -0.304 -1.1023 -0.6968 -0.2856
C -3.953 0.369 1.079 0.8678 -0.3486 0.5460
N -2.675 -0.012 1.654 -0.6349 -0.1735 -0.9528
C -2.693 -0.460 2.997 0.0317 -0.2487 -0.6471
C -1.397 -1.110 3.241 -6.4158 -7.2583 1.1136
O -0.344 -0.457 3.201 7.9694 5.7402 -0.0425
C 0.758 -1.067 3.822 1.4213 -0.7321 0.7878
H -5.889 1.760 -2.500 0.2277 0.3965 -0.4547
H -4.358 0.856 -2.772 -0.2999 -0.1284 0.1015
H -4.224 2.490 -2.284 0.1465 1.1246 -0.1578
H -2.940 1.656 -0.346 0.1601 1.3923 0.2137
H -3.207 0.167 -0.964 -0.5509 -0.2345 0.4062
H -4.495 -0.545 0.934 -0.6491 -0.5824 0.0716
H -4.545 0.973 1.797 0.0965 0.3787 -0.7292
H -1.978 0.699 1.571 -0.1049 0.6525 -0.3237
H -3.402 -1.264 3.169 -0.4574 0.0303 -0.2015
H -2.890 0.321 3.686 -0.3779 1.0075 1.1376
H -1.367 -1.933 2.485 -0.1198 -0.1195 0.2392
H -1.521 -1.626 4.211 0.1013 -0.1007 0.1855
H 0.746 -1.117 4.916 -0.9990 0.2007 0.0923
H 1.719 -0.583 3.673 -0.2629 0.6420 -0.7577
H 0.928 -2.093 3.507 -0.3602 -0.2180 -0.4044
C -1.254 -3.731 -1.392 -1.0572 -0.0325 -0.2408
O -0.373 -2.783 -0.834 0.8576 -2.7719 0.8141
C -0.811 -1.502 -0.698 -2.0265 0.9544 -2.6208
C -0.590 -0.899 -2.078 -0.9830 1.0824 -0.0821
N -1.033 0.489 -2.019 0.6511 -0.1196 1.5099
C -1.160 1.029 -3.319 0.7671 -1.1352 -0.9124
C -1.035 2.510 -3.410 -5.2049 -1.4815 -5.0067
O -0.189 3.128 -2.723 6.2046 2.7872 4.0250
C -0.550 3.651 -1.508 1.1271 -0.4686 1.1431
H -2.131 -3.841 -0.763 0.1019 -0.6004 0.9409
H -0.747 -4.691 -1.609 -0.1479 0.7618 0.3635
H -1.809 -3.395 -2.275 0.8708 0.2776 -0.6016
H -0.318 -0.972 0.075 0.7885 0.3111 0.8393
H -1.904 -1.398 -0.513 0.6083 -0.4201 0.2936
H -1.245 -1.417 -2.820 0.7273 0.0872 0.4815
H 0.466 -0.889 -2.397 -0.2453 -0.6454 0.0124
H -0.213 0.894 -1.562 -0.6490 0.3186 -0.5483
H -2.089 0.676 -3.734 -0.7407 0.1991 -0.3331
H -0.416 0.549 -3.973 0.3710 0.2159 -0.1940
H -2.019 2.977 -3.297 -0.6455 -0.0490 0.0613
H -0.736 2.768 -4.427 -0.5166 -0.5076 -0.7536
H -1.290 4.364 -1.618 -1.9145 1.6948 -0.4696
H 0.320 4.184 -1.134 0.0974 -0.2509 0.3771
H -0.949 2.925 -0.799 0.2124 -0.2304 0.1741
O 3.788 -0.062 0.933 0.5396 -0.6216 1.5952
C 2.460 0.320 0.732 0.2366 -2.7792 1.4959
C 2.527 1.478 -0.116 -2.8192 1.1910 -0.4881
O 1.302 1.470 -0.823 -0.0758 0.7435 -1.3398
H 4.122 -0.068 0.044 1.1942 -0.6607 -0.5138
H 1.916 -0.519 0.231 0.1427 0.6066 0.0432
H 1.975 0.429 1.715 0.2363 0.3651 -0.3246
H 3.309 1.367 -0.835 0.5520 0.2237 -0.5332
H 2.603 2.385 0.459 0.5332 0.5777 0.0945
H 0.559 1.738 -0.269 0.3443 0.1774 0.7236
O -1.050 3.885 4.116 0.8695 0.8168 -0.0319
C -0.934 2.637 3.453 -2.4588 1.0601 2.4915
C 0.114 2.585 2.471 1.5425 0.3020 -2.0431
O -0.337 1.663 1.487 0.8750 -1.0366 -0.8377
H -1.949 3.984 4.414 -0.2968 0.0635 0.1649
H -0.747 1.905 4.210 0.1069 -0.8531 0.4619
H -1.922 2.434 3.062 -0.0524 -0.3681 -0.7570
H 1.055 2.292 2.972 -0.0974 0.0120 -0.5731
H 0.291 3.505 1.871 -0.2161 -0.2032 0.8872
H -0.171 0.733 1.764 0.0319 0.7299 0.2171
O 2.131 -3.618 -0.927 0.0895 -1.5468 -1.2616
C 3.046 -3.410 0.086 1.8291 0.8740 -1.7199
C 2.442 -3.229 1.391 -0.3148 -0.6856 1.1335
O 3.319 -2.826 2.395 0.6634 -0.7650 1.0987
H 1.295 -3.172 -0.829 -0.7084 0.4887 0.3869
H 3.763 -4.251 0.078 -0.2243 0.3341 0.1013
H 3.575 -2.496 -0.177 0.6867 0.1562 0.1769
H 2.041 -4.208 1.610 -0.4372 -0.1963 0.8798
H 1.658 -2.521 1.357 -1.3723 0.7378 -0.4019
H 3.596 -1.919 2.278 0.1355 0.4387 -0.5468
C 3.295 -1.024 -2.916 -1.4146 -0.0106 -0.7420
C 4.612 -0.470 -2.741 2.6647 -0.5868 -0.0662
O 5.162 -1.027 -1.499 -0.9667 2.3929 -0.0635
H 3.334 -2.057 -2.693 -0.1972 -1.2055 0.1476
H 2.933 -0.897 -3.925 -0.2248 0.1345 -0.3824
H 2.612 -0.565 -2.252 -1.0071 0.4244 0.7664
H 4.656 0.626 -2.765 0.1292 -0.2351 0.4493
H 5.234 -0.839 -3.570 0.1703 0.3591 0.1680
H 5.711 -1.757 -1.699 0.7866 -1.0637 -0.3486
```
Positions in Å, forces in eV/Å.